(1)
Entry from the Open Molecules 2025 dataset: 2 unconnected molecules or ions with the total composition C3H11FNSi in a non-equilibrium geometry (ωB97M-V with the def2-TZVPD basis set).

Each line ends with the Mulliken charge.
Element x y z (Å)
C -0.988 -0.488 -1.117  -0.667
C -0.993 -0.386 1.176  -0.609
C 0.266 1.240 -0.105  -1.027
N -0.900 0.440 -0.019  -0.061
F 2.209 -1.265 0.929  -0.195
Si 2.494 -0.160 -0.177  0.686
H -0.158 -1.083 -0.725  0.321
H -2.002 -0.884 -0.925  0.326
H -0.993 -0.097 -2.137  0.257
H -0.924 0.136 2.201  0.312
H -1.962 -0.966 1.200  0.317
H -0.178 -1.242 1.081  0.268
H 0.241 1.794 0.904  0.346
H 0.166 1.888 -0.987  0.398
H -1.685 1.097 -0.033  0.321
H 3.606 0.639 0.198  -0.002
H 1.799 -0.664 -1.464  0.007

Net charge: +1
Relative energy (zero: lowest compared OMol25 entry of this formula, charge and spin): 1.6051 eV
Total energy: -15365.8494 eV
HOMO-LUMO gap: 10.026 eV
HOMO: -0.49748 hartree
Strongest force on any atom: 0.0979 hartree/bohr

(2)
Entry from the Open Molecules 2025 dataset: a molecular structure, C20H22Br2MnN10O3S (ωB97M-V with the def2-TZVPD basis set).

Each line ends with the Mulliken charge.
Element x y z (Å)
Mn -0.950 0.909 0.269  0.187
C 0.337 -4.106 2.279  -0.704
C -0.661 -3.481 3.247  -0.558
N -0.515 -2.038 3.349  -0.156
C -0.913 -1.187 2.383  0.332
S -0.435 0.475 2.520  -0.622
N -1.652 -1.689 1.413  -0.904
N -1.942 -0.765 0.466  0.849
C -2.721 -1.123 -0.500  0.683
C -3.312 -2.489 -0.609  -1.638
C -2.981 -0.063 -1.470  0.632
C -3.882 -0.196 -2.522  -0.931
C -4.114 0.880 -3.355  -0.451
C -3.443 2.070 -3.120  -0.945
C -2.551 2.125 -2.066  0.063
N -2.312 1.094 -1.257  0.361
H 0.189 -5.185 2.222  0.384
H 1.362 -3.917 2.603  0.278
H 0.206 -3.687 1.281  0.027
H -0.536 -3.889 4.251  0.405
H -1.681 -3.694 2.928  0.260
H 0.118 -1.656 4.030  0.249
H -2.637 -3.206 -0.149  0.286
H -3.474 -2.768 -1.649  0.487
H -4.268 -2.546 -0.082  0.298
H -4.401 -1.132 -2.669  0.350
H -4.816 0.794 -4.174  0.426
H -3.598 2.943 -3.738  0.427
H -1.989 3.023 -1.862  0.301
N 0.714 2.141 -2.423  -0.243
N 1.355 3.226 -1.823  -0.256
C 0.766 3.847 -0.777  0.546
N 1.328 4.992 -0.370  -0.421
N -0.265 3.222 -0.219  0.013
N -1.010 3.842 0.740  0.911
O -1.880 3.120 1.197  -0.578
O -0.862 5.017 1.059  -0.784
H 0.838 1.262 -1.915  -0.207
H 1.006 2.078 -3.386  0.289
H 2.365 3.280 -1.851  0.264
H 1.962 5.466 -0.989  0.240
H 0.843 5.507 0.349  0.214
Br 0.318 -3.067 -2.059  -0.158
C 1.605 -2.157 -1.013  -0.003
C 2.786 -2.829 -0.669  -0.476
C 3.722 -2.226 0.116  0.070
Br 5.298 -3.184 0.569  -0.251
C 3.523 -0.908 0.591  0.689
C 4.428 -0.208 1.419  -0.901
C 4.131 1.059 1.827  -0.979
C 2.927 1.644 1.394  -0.300
N 2.073 1.034 0.615  0.002
C 2.333 -0.233 0.222  -0.170
C 1.314 -0.866 -0.596  0.709
O 0.201 -0.284 -0.926  -0.235
H 2.940 -3.839 -1.022  0.447
H 5.345 -0.691 1.729  0.332
H 4.801 1.611 2.474  0.413
H 2.664 2.647 1.721  0.444

Net charge: 0
Relative energy (zero: lowest compared OMol25 entry of this formula, charge and spin): 0.7472 eV
Multiplicity: 2
Total energy: -224378.6681 eV
HOMO-LUMO gap (spin up / spin down): 7.004 / 6.928 eV
HOMO (spin up / spin down): -0.26375 / -0.26084 hartree
Strongest force on any atom: 0.0136 hartree/bohr

(3)
Entry from the Open Molecules 2025 dataset: a molecular structure, C4H8N2O (ωB97M-V with the def2-TZVPD basis set).

Each line ends with the Mulliken charge.
Element x y z (Å)
C 1.161 0.564 1.369  -1.407
C -1.275 -0.256 -0.307  0.353
C 0.690 0.094 0.010  1.306
N -2.605 -0.569 -0.372  -0.473
N 1.743 -0.248 -0.830  -0.534
C -0.486 0.790 -0.618  -1.080
O -0.383 -1.098 0.272  -0.527
H -2.806 -1.555 -0.310  0.261
H -3.141 -0.067 -1.062  0.243
H 1.442 -0.577 -1.738  0.264
H 2.423 -0.870 -0.413  0.237
H -0.593 1.747 -1.083  0.319
H 1.798 -0.187 1.834  0.379
H 1.728 1.485 1.241  0.323
H 0.304 0.748 2.009  0.336

Net charge: 0
Relative energy (zero: lowest compared OMol25 entry of this formula, charge and spin): 2.0028 eV
Total energy: -9304.3904 eV
HOMO-LUMO gap: 8.749 eV
HOMO: -0.28433 hartree
Strongest force on any atom: 0.0123 hartree/bohr

(4)
Entry from the Open Molecules 2025 dataset: 2 unconnected molecules or ions with the total composition C5H12OSSi in a non-equilibrium geometry (ωB97M-V with the def2-TZVPD basis set).

Each line ends with the Mulliken charge.
Element x y z (Å)
C 2.429 -1.620 -0.187  -0.611
C 1.749 -0.531 -0.926  -0.422
C -1.071 2.051 0.062  -0.977
C -0.922 -0.454 1.834  -1.040
C -2.148 -0.441 -1.268  -1.037
O 4.184 0.518 -0.151  -0.619
Si -0.894 0.198 0.056  0.629
S 2.833 0.114 0.294  0.429
H 1.801 -1.958 0.590  0.169
H 3.376 -1.957 -0.645  0.344
H 1.929 -0.177 -2.001  0.325
H -2.007 2.568 -0.359  0.317
H -0.890 2.352 1.172  0.273
H -0.206 2.476 -0.476  0.312
H -1.687 -1.272 1.934  0.318
H 0.122 -0.751 2.079  0.266
H -1.307 0.366 2.524  0.357
H -3.095 -0.485 -0.783  0.361
H -2.276 0.386 -2.072  0.252
H -1.921 -1.382 -1.678  0.352

Net charge: 0
Relative energy (zero: lowest compared OMol25 entry of this formula, charge and spin): 4.2285 eV
Total energy: -26135.7449 eV
HOMO-LUMO gap: 7.879 eV
HOMO: -0.29047 hartree
Strongest force on any atom: 0.0650 hartree/bohr

(5)
Entry from the Open Molecules 2025 dataset: a gas-phase ion, C5H11INO2 (charge +1) in a non-equilibrium geometry (ωB97M-V with the def2-TZVPD basis set).

Each line ends with the Mulliken charge.
Element x y z (Å)
C -3.420 -0.166 0.840  -1.066
C -2.288 0.747 1.178  -0.268
O -1.149 0.040 0.441  -0.211
C 0.037 0.431 0.248  0.735
O 0.592 1.447 0.543  -0.599
C 0.824 -0.759 -0.384  -0.711
I 0.504 -2.554 0.692  0.254
N 2.247 -0.159 -0.348  -0.103
C 2.966 0.087 -1.556  -0.980
H -4.277 0.467 1.012  0.364
H -3.318 -0.502 -0.165  0.337
H -3.422 -1.068 1.412  0.338
H -2.053 0.672 2.305  0.277
H -2.190 1.735 0.740  0.342
H 0.478 -0.841 -1.497  0.330
H 2.043 0.795 0.161  0.430
H 2.992 -0.739 0.197  0.406
H 3.388 -0.786 -2.066  0.382
H 2.236 0.369 -2.235  0.390
H 3.809 0.784 -1.518  0.355

Net charge: +1
Relative energy (zero: lowest compared OMol25 entry of this formula, charge and spin): 0.0000 eV
Total energy: -19041.1597 eV
SMILES: CCOC(=O)[C@H](I)[NH2+]C
HOMO-LUMO gap: 10.008 eV
HOMO: -0.50726 hartree
Strongest force on any atom: 0.0788 hartree/bohr

(6)
Entry from the Open Molecules 2025 dataset: 2 unconnected molecules or ions with the total composition C6H6Cl3N4 in a non-equilibrium geometry (ωB97M-V with the def2-TZVPD basis set).

Each line ends with the Mulliken charge.
Element x y z (Å)
C 1.275 -1.819 1.474  0.062
C -1.388 -1.258 -0.409  -0.289
C -1.161 0.927 0.384  0.664
C -1.871 -0.258 0.354  -0.472
C 0.489 -0.186 -0.846  -0.303
C 1.905 -0.042 -1.408  0.722
N 1.045 -0.755 1.757  -0.280
N -0.186 -1.315 -0.927  -0.366
N -0.036 0.955 -0.355  0.009
N -1.578 2.098 1.011  -0.563
Cl 1.354 0.757 -3.053  -0.109
Cl 2.817 1.047 -0.467  -0.077
Cl 2.683 -1.549 -1.684  -0.042
H -1.749 -2.296 -0.460  0.460
H -2.895 -0.292 0.822  0.352
H 1.847 -2.655 1.157  0.309
H 0.362 1.924 -0.433  0.356
H -2.132 1.997 1.829  0.299
H -0.780 2.718 1.251  0.267

Net charge: +1
Relative energy (zero: lowest compared OMol25 entry of this formula, charge and spin): 0.0661 eV
Total energy: -49838.9992 eV
HOMO-LUMO gap: 9.607 eV
HOMO: -0.52265 hartree
Strongest force on any atom: 0.0709 hartree/bohr

> total energy of number 1 (C3H11FNSi)?

-15365.8494 eV